Entry 1:
{
  "formula": "C28H20Cl2GdN2O5",
  "method": "ωB97M-V/def2-TZVPD",
  "homo_energy_ev": [-4.98, -4.99],
  "total_charge": -1,
  "s2": 15.76,
  "multiplicity": 8,
  "orbital_gap_ha": [0.263, 0.263],
  "species": ["Gd", "C", "O", "C", "C", "C", "C", "C", "C", "N", "N", "C", "O", "C", "C", "C", "C", "C", "C", "C", "O", "H", "H", "H", "H", "H", "H", "H", "H", "H", "H", "H", "H", "Cl", "C", "C", "C", "Cl", "C", "O", "C", "C", "O", "C", "H", "H", "H", "C", "C", "C", "C", "C", "C", "H", "H", "H", "H", "H"],
  "positions_angstrom": [[0.018, -0.432, -0.211], [1.942, -0.872, -4.179], [1.245, 0.130, -4.889], [0.909, 1.282, -4.192], [1.107, 2.475, -4.852], [0.766, 3.689, -4.261], [0.193, 3.684, -3.014], [-0.056, 2.498, -2.310], [-0.684, 2.617, -1.024], [-1.056, 1.615, -0.300], [-1.625, 1.915, 0.924], [-1.692, 0.885, 1.739], [-1.276, -0.302, 1.508], [-2.225, 1.157, 3.102], [-1.916, 0.232, 4.097], [-2.296, 0.452, 5.405], [-2.997, 1.600, 5.736], [-3.344, 2.504, 4.744], [-2.960, 2.290, 3.432], [0.323, 1.237, -2.885], [0.143, 0.107, -2.294], [1.275, -1.516, -3.595], [2.680, -0.432, -3.503], [2.458, -1.472, -4.932], [1.532, 2.447, -5.844], [0.953, 4.616, -4.786], [-0.097, 4.618, -2.553], [-0.838, 3.639, -0.658], [-1.361, -0.652, 3.819], [-2.042, -0.271, 6.168], [-3.277, 1.788, 6.763], [-3.918, 3.386, 4.997], [-3.212, 2.992, 2.652], [-1.963, -7.840, -1.357], [-1.295, -6.278, -0.999], [-0.012, -6.200, -0.441], [0.503, -4.965, -0.169], [2.071, -4.792, 0.517], [-0.189, -3.731, -0.432], [0.365, -2.626, -0.184], [-1.504, -3.877, -0.990], [-2.300, -2.716, -1.267], [-1.997, -1.547, -1.069], [-2.025, -5.152, -1.267], [0.552, -7.100, -0.240], [-3.294, -2.950, -1.701], [-3.010, -5.238, -1.701], [4.036, 2.227, 2.012], [3.076, 1.581, 2.770], [2.121, 0.784, 2.156], [2.045, 0.574, 0.758], [3.046, 1.271, 0.040], [4.016, 2.061, 0.640], [4.782, 2.857, 2.483], [3.072, 1.708, 3.847], [1.391, 0.299, 2.807], [3.075, 1.187, -1.047], [4.765, 2.557, 0.033]],
  "forces_ev_per_a": [[1.6, -1.1, -0.2], [0.2, -0.4, 0.2], [-0.4, 0.5, 0.2], [0.0, -0.3, 0.0], [0.0, -0.1, 0.1], [0.0, 0.1, -0.1], [-0.1, 0.0, 0.1], [0.5, -0.5, -0.7], [-0.4, -0.3, 0.6], [-0.1, 0.9, -0.1], [-0.4, 0.3, 0.6], [-0.1, 1.2, -0.3], [-0.5, -0.2, 0.6], [0.1, -0.2, 0.3], [0.0, 0.0, -0.2], [0.0, 0.0, 0.2], [-0.1, 0.0, 0.1], [-0.1, 0.1, 0.0], [0.1, -0.1, -0.1], [0.0, 0.9, -0.6], [0.0, 0.0, -0.5], [0.1, 0.2, -0.1], [0.0, 0.0, 0.0], [0.0, 0.1, 0.1], [0.1, -0.1, -0.1], [0.0, 0.0, 0.0], [0.0, 0.1, 0.1], [-0.2, -0.2, 0.1], [0.0, 0.0, 0.0], [0.0, 0.0, 0.1], [-0.1, 0.0, 0.1], [0.0, 0.1, 0.0], [0.0, 0.1, -0.1], [-0.1, -0.3, -0.1], [-0.1, 0.1, 0.0], [-0.2, 0.3, -0.1], [0.0, 0.3, 0.0], [0.3, -0.2, 0.1], [-0.5, -0.9, -0.3], [0.2, -0.2, 0.1], [0.9, -0.1, 0.4], [-0.4, 0.2, -0.1], [-0.5, -0.4, -0.2], [0.1, 0.1, 0.1], [0.0, 0.0, 0.0], [0.0, 0.1, 0.0], [-0.1, 0.0, 0.0], [0.1, 0.1, 0.0], [0.0, 0.0, 0.2], [-0.3, -0.3, -0.3], [0.5, 0.6, 0.4], [-0.3, -0.4, -0.1], [0.1, 0.1, -0.2], [0.0, 0.0, 0.0], [0.0, 0.0, 0.0], [0.0, 0.0, 0.0], [0.0, 0.0, 0.0], [0.0, 0.0, -0.1]]
}

Entry 2:
{
  "formula": "C2H7N3O2",
  "method": "ωB97M-V/def2-TZVPD",
  "homo_energy_ev": -9.45,
  "multiplicity": 1,
  "smiles": "CN(C)N(O)N=O",
  "orbital_gap_ha": 0.357,
  "species": ["C", "N", "C", "N", "O", "N", "O", "H", "H", "H", "H", "H", "H", "H"],
  "positions_angstrom": [[1.371, 1.379, -0.010], [0.985, -0.030, 0.230], [1.834, -1.129, -0.329], [-0.284, -0.180, 0.112], [-0.916, -0.186, 1.370], [-1.079, 0.108, -0.981], [-2.260, 0.012, -0.510], [0.872, 1.915, 0.690], [1.106, 1.685, -0.989], [2.486, 1.666, 0.094], [2.832, -0.684, -0.032], [1.790, -2.109, 0.231], [1.587, -1.405, -1.449], [-1.855, -0.465, 1.082]],
  "forces_ev_per_a": [[3.4, -1.3, -1.0], [3.9, -0.2, -1.1], [0.4, 0.2, 0.0], [-3.6, -0.1, -0.4], [-1.1, -0.9, -1.1], [-1.5, -1.3, 4.8], [1.2, 0.6, -2.9], [-1.6, 1.8, 2.0], [-0.4, 0.4, -1.1], [-1.6, -1.2, 0.1], [-0.6, -1.0, -1.4], [-0.5, 1.3, -0.2], [0.9, 1.0, 2.0], [1.3, 0.8, 0.4]]
}

Entry 3:
{
  "formula": "C6H16N",
  "method": "ωB97M-V/def2-TZVPD",
  "homo_energy_ev": [-4.73, -9.19],
  "s2": 0.76,
  "multiplicity": 2,
  "orbital_gap_ha": [0.211, 0.368],
  "species": ["C", "C", "C", "C", "C", "C", "N", "H", "H", "H", "H", "H", "H", "H", "H", "H", "H", "H", "H", "H", "H", "H", "H"],
  "positions_angstrom": [[-0.408, -0.887, 1.575], [-0.498, -0.706, 0.082], [0.951, -0.523, -0.691], [1.146, 0.925, 0.286], [0.000, 1.894, 0.337], [-0.347, 2.463, -1.059], [-0.621, -2.651, -0.527], [0.591, -1.217, 1.966], [-0.846, 0.128, 1.989], [-1.071, -1.639, 1.864], [-1.380, -0.544, -0.625], [1.625, -1.195, -0.301], [1.233, -0.273, -1.812], [2.106, 1.394, 0.021], [1.494, 0.543, 1.245], [-0.932, 1.513, 0.694], [0.109, 2.528, 1.213], [-0.515, 1.690, -1.799], [0.472, 3.122, -1.299], [-1.309, 2.996, -0.910], [-1.526, -3.108, -0.012], [-0.924, -3.084, -1.398], [0.143, -3.298, -0.333]],
  "forces_ev_per_a": [[-0.5, 2.4, -0.9], [1.9, 0.9, -3.4], [-3.0, 5.5, 1.8], [2.5, -2.0, -1.4], [-0.5, -0.5, -0.5], [-0.4, 0.8, 2.0], [-3.6, -5.0, 0.4], [-0.8, 0.8, -0.5], [1.3, -2.0, 0.2], [-1.3, -1.3, 0.7], [1.0, 0.0, 2.0], [1.7, -1.6, 0.8], [-1.5, -0.7, 2.2], [-0.4, 0.6, -0.6], [-0.7, 0.0, 0.3], [-0.6, -1.3, 0.0], [0.9, 1.4, -0.6], [0.3, -0.2, 0.0], [0.0, 0.4, -0.8], [0.7, 0.1, -0.6], [2.9, 1.4, -0.6], [0.2, 0.4, -1.3], [0.2, -0.1, 0.7]]
}

Entry 4:
{
  "formula": "C10H25N2P",
  "method": "ωB97M-V/def2-TZVPD",
  "homo_energy_ev": -7.53,
  "multiplicity": 1,
  "orbital_gap_ha": 0.306,
  "species": ["C", "C", "C", "C", "C", "C", "C", "C", "C", "C", "N", "N", "P", "H", "H", "H", "H", "H", "H", "H", "H", "H", "H", "H", "H", "H", "H", "H", "H", "H", "H", "H", "H", "H", "H", "H", "H", "H"],
  "positions_angstrom": [[-3.781, 2.298, -1.056], [3.525, 1.791, -0.526], [0.330, -1.159, -1.706], [1.574, -2.674, -0.412], [-3.614, 0.768, -0.906], [2.309, 1.735, 0.302], [-2.386, 0.664, -0.040], [2.219, 0.532, 1.198], [-2.194, -0.797, 0.431], [0.879, 0.438, 1.830], [-0.792, -2.664, 1.855], [0.313, -2.037, -0.540], [-0.418, -1.505, 0.892], [-3.413, 2.555, -0.071], [-3.132, 2.886, -1.777], [-4.892, 2.439, -1.207], [3.520, 2.350, -1.384], [4.451, 2.017, 0.094], [3.762, 0.766, -0.795], [-0.664, -0.996, -1.990], [0.755, -0.140, -1.467], [0.821, -1.711, -2.504], [2.521, -2.023, -0.422], [1.902, -3.261, 0.543], [1.632, -3.359, -1.163], [-3.437, 0.289, -1.863], [-4.525, 0.400, -0.542], [1.481, 1.951, -0.360], [2.275, 2.646, 0.918], [-2.319, 1.292, 0.752], [-1.565, 0.900, -0.715], [3.080, 0.634, 1.797], [2.260, -0.197, 0.432], [-2.692, -1.557, -0.132], [-2.586, -0.864, 1.467], [0.103, 1.173, 1.615], [0.893, 0.004, 2.846], [-0.275, -3.419, 2.239]],
  "forces_ev_per_a": [[-1.0, -0.1, -0.6], [3.0, -2.2, 2.5], [0.7, 0.6, 1.1], [3.5, 0.3, 3.5], [1.5, 2.1, -1.2], [-0.8, 3.0, 0.5], [0.9, -4.6, -2.8], [-1.6, 1.4, -2.3], [2.1, 0.5, 2.2], [-1.9, -3.2, 0.3], [-0.4, 1.0, -0.2], [-0.1, 1.1, 0.6], [-1.2, 1.2, 0.9], [-0.8, 1.3, 0.1], [-0.9, -1.1, 0.5], [1.4, 0.8, 0.1], [-0.2, 1.7, -1.9], [-1.0, 0.3, -0.7], [0.0, -0.4, -0.6], [-1.6, 0.3, -0.6], [0.1, -1.0, -0.6], [0.3, 0.4, -0.1], [-1.4, -0.2, -0.6], [-1.8, 0.9, -1.2], [0.6, -2.0, -2.2], [0.1, -0.3, -0.1], [-1.1, -0.8, 1.0], [-0.8, -0.8, -0.2], [0.1, 0.0, 0.2], [-0.2, 1.9, 2.4], [0.3, 0.3, 0.0], [0.9, -0.7, 1.2], [0.8, -1.6, 0.0], [-0.2, -0.4, -0.6], [0.0, -0.2, -0.5], [0.5, 0.2, 0.3], [-0.4, 0.6, -0.5], [0.7, -0.2, 0.1]]
}

Entry 5:
{
  "formula": "C6H9BrFN2",
  "method": "ωB97M-V/def2-TZVPD",
  "homo_energy_ev": -13.12,
  "total_charge": 1,
  "multiplicity": 1,
  "orbital_gap_ha": 0.344,
  "species": ["C", "C", "C", "C", "C", "C", "N", "N", "F", "Br", "H", "H", "H", "H", "H", "H", "H", "H", "H"],
  "positions_angstrom": [[-1.117, -0.250, -2.639], [-0.125, 0.668, -2.698], [-0.454, 0.173, -0.604], [0.861, -1.394, 1.625], [0.319, 1.004, 1.984], [-0.092, -0.333, 1.460], [-1.350, -0.505, -1.306], [0.322, 0.894, -1.431], [-1.402, -0.577, 1.595], [0.622, 1.355, -4.277], [-1.583, -0.651, -3.519], [0.578, -2.383, 1.762], [1.439, -1.130, 2.553], [1.644, -1.469, 0.863], [-0.323, 1.848, 1.893], [1.272, 1.310, 1.795], [0.475, 0.817, 3.075], [-2.034, -1.094, -0.993], [0.948, 1.717, -1.137]],
  "forces_ev_per_a": [[0.3, 0.8, -1.0], [0.0, -0.4, -1.7], [1.4, -0.6, 3.8], [2.9, 0.2, 0.9], [-1.5, -1.4, 2.7], [-2.0, 3.3, -3.5], [2.7, 1.9, -1.9], [0.4, 1.5, 1.0], [0.4, -0.6, 1.0], [-0.1, 0.0, 0.6], [-0.5, -0.3, 0.3], [-1.5, -1.6, 0.1], [-0.4, -0.3, -0.7], [-0.3, 0.6, -0.2], [-0.9, 0.2, -0.4], [2.8, 0.4, -1.5], [-0.6, 0.1, -0.3], [-1.8, -1.8, 1.4], [-1.2, -2.1, -0.6]]
}

Entry 6:
{
  "formula": "C3H5N3",
  "method": "ωB97M-V/def2-TZVPD",
  "homo_energy_ev": -7.99,
  "multiplicity": 1,
  "orbital_gap_ha": 0.304,
  "species": ["C", "C", "C", "N", "N", "N", "H", "H", "H", "H", "H"],
  "positions_angstrom": [[0.896, 0.185, -1.044], [0.962, 0.118, 1.350], [-0.417, 0.302, -1.310], [1.514, 0.244, 0.125], [-0.269, 0.106, 1.690], [-1.557, -0.276, -1.275], [1.576, 0.290, -1.893], [1.778, 0.025, 2.090], [-0.404, 0.005, 2.690], [-1.671, -1.266, -1.056], [-2.409, 0.268, -1.367]],
  "forces_ev_per_a": [[1.2, 0.1, 0.8], [0.1, -0.1, 1.1], [-1.6, 0.5, 0.5], [0.7, -0.2, -1.3], [-0.4, 0.0, -0.7], [0.3, -0.3, -0.2], [-0.3, -0.2, -0.1], [-0.4, 0.0, 0.0], [0.3, 0.0, 0.0], [0.0, 0.2, 0.0], [0.2, -0.1, -0.1]]
}

Entry 7:
{
  "formula": "C4H11O3Rh",
  "method": "ωB97M-V/def2-TZVPD",
  "homo_energy_ev": [-17.13, -16.91],
  "total_charge": 2,
  "s2": 6.01,
  "multiplicity": 5,
  "orbital_gap_ha": [0.314, 0.169],
  "species": ["C", "O", "C", "C", "O", "C", "H", "H", "H", "H", "H", "H", "H", "H", "H", "Rh", "O", "H", "H"],
  "positions_angstrom": [[0.646, 0.902, -1.752], [0.245, 0.695, -0.402], [0.440, -0.613, 0.056], [-0.379, -0.858, 1.299], [-1.637, -1.377, 0.945], [-2.386, -1.816, 2.048], [0.879, 0.718, -2.820], [-0.323, 0.563, -2.187], [1.510, -0.774, 0.290], [0.161, -1.355, -0.718], [-0.511, 0.089, 1.856], [0.172, -1.562, 1.948], [-3.357, -2.166, 1.678], [-1.878, -2.646, 2.571], [-2.545, -0.998, 2.772], [3.127, 1.642, -1.669], [2.331, 3.290, -1.731], [2.407, 3.957, -2.415], [1.097, 2.309, -1.769]],
  "forces_ev_per_a": [[-1.2, 5.6, -0.3], [1.6, -1.2, 0.1], [0.5, -0.9, -0.1], [1.3, 0.3, -0.6], [0.1, 0.1, 1.0], [-1.6, -0.6, -0.1], [2.6, -2.8, 0.5], [-0.9, 2.1, -0.6], [-0.4, -0.1, 0.1], [0.1, 0.2, 0.3], [-0.2, -0.2, 0.1], [-0.5, 0.0, 0.1], [0.4, 0.1, 0.0], [0.2, 0.2, -0.1], [0.3, 0.0, -0.1], [0.7, -1.6, -0.3], [-0.4, 1.6, 0.6], [0.3, 0.5, -0.5], [-2.9, -3.5, 0.0]]
}

Entry 8:
{
  "formula": "C40H37AuN4SSb2",
  "method": "ωB97M-V/def2-TZVPD",
  "homo_energy_ev": [-13.22, -13.22],
  "total_charge": 2,
  "multiplicity": 1,
  "orbital_gap_ha": [0.180, 0.180],
  "species": ["Au", "N", "C", "S", "N", "N", "C", "C", "C", "C", "C", "C", "C", "C", "C", "C", "C", "C", "N", "H", "H", "H", "H", "H", "H", "H", "H", "H", "H", "H", "C", "C", "C", "Sb", "C", "C", "C", "C", "C", "C", "C", "C", "C", "C", "C", "C", "Sb", "C", "C", "C", "C", "C", "C", "C", "C", "C", "C", "C", "C", "H", "H", "H", "H", "H", "H", "H", "H", "H", "H", "H", "H", "H", "H", "H", "H", "H", "H", "H", "H", "H", "H", "H", "H", "H", "H"],
  "positions_angstrom": [[0.468, -0.365, 1.569], [3.402, -0.089, 4.817], [2.704, -0.049, 3.687], [0.958, -0.067, 3.878], [3.359, 0.069, 2.562], [2.672, 0.022, 1.451], [3.190, -0.046, 0.263], [4.645, -0.135, 0.041], [5.515, 0.775, 0.643], [6.876, 0.690, 0.404], [7.383, -0.320, -0.400], [6.528, -1.257, -0.964], [5.165, -1.166, -0.750], [2.203, -0.106, -0.831], [2.598, -0.059, -2.235], [1.702, -0.177, -3.223], [0.254, -0.404, -2.975], [-0.069, -0.435, -1.463], [0.951, -0.130, -0.506], [2.933, -0.149, 5.704], [4.409, -0.081, 4.788], [5.121, 1.557, 1.277], [7.543, 1.419, 0.845], [8.448, -0.384, -0.580], [6.920, -2.059, -1.575], [4.503, -1.914, -1.167], [3.636, 0.138, -2.450], [2.028, -0.075, -4.253], [-0.343, 0.302, -3.554], [-0.970, 0.119, -1.210], [-3.072, 1.010, 1.069], [-3.193, 0.036, 2.252], [-3.405, -1.418, 1.830], [-1.534, -2.329, 1.239], [-1.619, -2.314, -0.896], [-0.330, -1.952, -1.540], [-0.250, -1.882, -3.088], [-1.571, -2.084, -3.762], [-2.679, -2.407, -3.091], [-2.715, -2.512, -1.628], [-1.741, -4.461, 1.426], [-0.734, -5.247, 0.881], [-0.891, -6.623, 0.859], [-2.038, -7.199, 1.392], [-3.028, -6.401, 1.947], [-2.881, -5.021, 1.978], [-1.330, 2.309, 1.267], [-0.812, 2.622, -0.800], [-1.791, 2.626, -1.789], [-1.466, 2.987, -3.091], [-0.160, 3.335, -3.409], [0.823, 3.310, -2.429], [0.496, 2.962, -1.123], [-2.118, 4.319, 1.462], [-3.143, 4.731, 0.622], [-3.525, 6.066, 0.637], [-2.887, 6.967, 1.479], [-1.872, 6.540, 2.320], [-1.482, 5.206, 2.315], [-3.949, 1.654, 1.008], [-2.973, 0.482, 0.117], [-4.027, 0.338, 2.886], [-2.304, 0.087, 2.890], [-4.097, -1.504, 0.993], [-3.791, -2.004, 2.665], [0.502, -2.509, -1.097], [0.486, -2.556, -3.533], [-1.592, -1.995, -4.842], [-3.600, -2.589, -3.628], [-3.668, -2.745, -1.165], [0.163, -4.798, 0.469], [-0.119, -7.245, 0.426], [-2.156, -8.274, 1.379], [-3.920, -6.851, 2.362], [-3.655, -4.405, 2.420], [-2.813, 2.345, -1.558], [-2.239, 3.012, -3.849], [0.088, 3.636, -4.419], [1.841, 3.587, -2.672], [1.263, 2.970, -0.355], [-3.647, 4.039, -0.041], [-4.321, 6.400, -0.016], [-3.188, 8.006, 1.481], [-1.376, 7.240, 2.981], [-0.691, 4.870, 2.975]],
  "forces_ev_per_a": [[1.9, 0.3, -0.2], [-0.2, 0.0, 0.1], [0.2, 0.1, -0.4], [-1.0, -0.6, -0.7], [1.0, -0.1, 0.4], [-1.9, 0.0, -0.1], [0.4, -0.1, 0.2], [0.1, 0.0, 0.0], [-0.1, 0.1, -0.2], [0.0, 0.0, 0.0], [0.0, 0.0, 0.0], [0.0, 0.0, 0.0], [-0.2, 0.1, 0.1], [-0.4, 0.3, -0.1], [0.1, 0.0, 0.0], [0.0, 0.0, 0.1], [0.0, 0.1, 0.0], [-0.3, -0.1, -0.3], [-0.4, -0.7, 0.9], [0.1, 0.0, 0.1], [0.0, 0.1, 0.0], [0.0, 0.0, 0.0], [0.0, 0.0, 0.0], [0.0, 0.0, 0.0], [0.0, 0.0, 0.0], [0.0, 0.0, -0.1], [0.1, 0.0, 0.0], [0.0, 0.0, 0.0], [0.0, 0.1, 0.0], [0.0, 0.1, 0.0], [0.2, 0.4, 0.1], [0.0, 0.1, 0.0], [0.3, -0.1, 0.3], [-0.7, 0.4, -0.6], [0.0, -0.1, 0.3], [0.1, 0.0, 0.1], [0.0, -0.1, -0.1], [-0.1, 0.0, 0.0], [0.1, 0.1, -0.3], [0.0, 0.0, 0.3], [0.5, 0.6, 0.3], [0.0, 0.0, 0.0], [0.0, 0.0, 0.0], [0.0, 0.0, 0.0], [-0.1, -0.1, 0.0], [-0.1, 0.2, 0.1], [0.0, 0.1, -0.5], [-0.3, -0.1, 0.4], [0.1, 0.0, -0.1], [-0.1, 0.0, 0.0], [0.0, 0.0, 0.0], [0.1, 0.0, 0.0], [0.0, 0.0, -0.1], [0.3, -0.9, 0.1], [0.0, 0.2, 0.1], [-0.1, -0.1, -0.1], [0.0, 0.0, 0.0], [0.0, 0.0, 0.0], [-0.1, 0.1, 0.0], [0.0, -0.1, -0.1], [0.0, 0.0, 0.0], [0.0, 0.0, 0.0], [-0.1, 0.0, 0.1], [0.0, -0.1, 0.0], [0.0, -0.1, 0.0], [0.1, 0.0, -0.1], [0.0, 0.0, 0.1], [0.0, 0.0, 0.0], [0.0, 0.0, 0.0], [0.0, 0.0, 0.0], [0.0, 0.0, 0.0], [0.0, 0.0, 0.0], [0.0, 0.0, 0.0], [0.0, 0.0, 0.0], [0.0, 0.0, 0.0], [0.0, 0.1, 0.0], [0.0, 0.0, 0.0], [0.0, 0.0, 0.0], [0.0, 0.0, 0.0], [0.0, 0.0, 0.0], [0.0, 0.0, 0.0], [0.0, 0.0, 0.0], [0.0, 0.0, 0.0], [0.0, 0.0, 0.0], [0.0, 0.0, 0.0]]
}

Number 8 is which compound?
C40H37AuN4SSb2